Molecular formula: C27H44N16OP
Method: DFT, ωB97M-V with the def2-TZVPD basis set

As for the total charge: +1. The energy relative to the best compared isomer or geometry (same formula, charge and spin) comes out at 0.0 kcal/mol. The calculation puts the LUMO energy at -2.855 eV. Its energy is -2347.5951 hartree. For the HOMO energy, the calculation gives -12.926 eV.

Positions of all 89 atoms, in Å:
C -2.08264 -1.08700 0.35020
N -1.68464 -2.50394 0.48070
P -2.98419 -3.63311 0.45265
O -2.61545 -5.05107 0.49214
C -0.38848 -2.82322 0.58868
N 0.09753 -4.07408 0.74982
C 1.40556 -3.95312 0.80493
N 1.77550 -2.67938 0.66254
N 0.64194 -1.94323 0.54849
H -3.11754 -1.00710 0.69055
H -1.50046 -0.46695 1.02283
H -2.00323 -0.75039 -0.68169
H -3.66562 -3.28214 -0.72365
H -3.76715 -3.17514 1.52224
H 2.05162 -4.81452 0.92482
H 2.71488 -2.31361 0.65058
H 0.68581 -0.91898 0.42782
C 0.35291 -8.34688 0.56745
C 1.71760 -7.91726 0.85004
N 2.78766 -7.56857 1.08601
H -0.18682 -8.50115 1.50016
H -0.15606 -7.58833 -0.02045
H 0.37255 -9.27581 0.00185
C 2.27356 2.45654 1.74477
C 1.22826 1.54974 1.30228
N 0.37417 0.86572 0.94221
H 2.51354 3.15620 0.94492
H 1.93858 3.00962 2.62349
H 3.16469 1.89358 2.01544
C 0.43106 -2.66948 4.21174
C 0.85631 -2.43341 5.58581
N 1.19435 -2.24821 6.66632
H -0.61213 -2.37812 4.09340
H 1.04417 -2.08373 3.52680
H 0.53081 -3.72684 3.96840
C -0.02296 1.17506 -2.72268
C -1.41300 1.49071 -2.40400
N -2.51652 1.70261 -2.16554
H 0.06600 1.02908 -3.79779
H 0.64446 1.97149 -2.40268
H 0.25409 0.24918 -2.22029
C -4.95585 0.33112 -4.53211
C -6.38783 0.50613 -4.74682
N -7.51669 0.65053 -4.90164
H -4.74128 -0.71128 -4.30447
H -4.41035 0.62130 -5.42837
H -4.62709 0.95254 -3.69961
C -6.10400 2.55738 -1.45841
C -5.67020 1.37185 -0.73055
N -5.32301 0.43111 -0.16994
H -6.57349 3.26800 -0.78217
H -5.24678 3.03185 -1.93237
H -6.82406 2.27374 -2.22469
C 4.43710 5.83374 4.19261
C 3.54958 4.68605 4.31778
N 2.83686 3.78900 4.41386
H 4.55957 6.08284 3.13759
H 4.02018 6.68150 4.72332
H 5.40828 5.60044 4.62511
C 8.01761 6.82828 1.52517
C 6.57736 6.76947 1.30232
N 5.44204 6.72486 1.13259
H 8.37869 5.85992 1.86585
H 8.52272 7.09226 0.59822
H 8.24193 7.57915 2.28033
C 3.32307 10.16598 5.62125
C 4.21083 9.07379 6.00473
N 4.91296 8.21584 6.30619
H 3.90683 11.06416 5.43029
H 2.77509 9.89826 4.71968
H 2.61582 10.36387 6.42413
C -1.18385 -6.08645 -3.22410
C -0.29059 -7.18684 -2.88520
N 0.42349 -8.04571 -2.61986
H -0.59949 -5.18347 -3.39260
H -1.74230 -6.32277 -4.12764
H -1.87883 -5.92020 -2.40078
C 3.92924 -7.58089 -2.39345
C 5.00076 -7.64764 -3.38117
N 5.84234 -7.70031 -4.16037
H 4.26082 -8.01041 -1.44980
H 3.64975 -6.54177 -2.22768
H 3.05727 -8.12844 -2.74638
C -7.87224 4.11085 -6.04079
C -7.36827 4.48752 -4.72564
N -6.98200 4.78568 -3.68591
H -8.94282 4.29844 -6.09137
H -7.36976 4.69348 -6.81058
H -7.69013 3.05049 -6.20786



Molecular formula: C27H45BaBrN2O2P2
Method: DFT, ωB97M-V with the def2-TZVPD basis set

As for the total charge: +2. The energy relative to the best compared isomer or geometry (same formula, charge and spin) comes out at 39.4 kcal/mol. The calculation puts the LUMO energy at -5.637 eV. Its energy is -4597.4882 hartree. For the HOMO energy, the calculation gives -11.588 eV.

Positions of all 80 atoms, in Å:
N 6.12839 -0.10728 0.47694
C 5.93840 -0.73818 1.63380
C 4.95924 -1.71880 1.81693
C 4.09454 -2.00294 0.72440
C 4.41712 -1.43213 -0.53406
C 5.40504 -0.44196 -0.59281
C 2.87233 -2.78079 0.94151
Ba 1.04902 -1.71607 2.43723
P -2.76850 -2.68028 2.20200
C 1.71026 -2.71526 0.15814
C 1.26505 -1.57010 -0.60979
C 0.23792 -1.73279 -1.59064
C -0.36132 -0.68088 -2.21350
C -0.15350 0.73040 -1.76128
C 1.09228 0.85508 -0.94789
C 1.69333 -0.22921 -0.36889
Br -1.69324 1.16536 -0.60065
H 2.93888 -3.60518 1.68284
H 1.08078 -3.61714 0.04556
H 4.79182 -2.15234 2.80936
H 3.82905 -1.64103 -1.42908
H 6.58211 -0.48442 2.47674
H 5.63120 0.09281 -1.52766
H -0.07161 -2.76213 -1.84239
H 2.58850 -0.04900 0.25662
H -1.20827 -0.85714 -2.88422
H 1.40774 1.86161 -0.66318
P -0.23713 1.99681 -3.13254
C -1.34731 -2.96677 3.29611
C -1.48615 -3.84552 4.54551
H -1.08188 -1.95284 3.67689
H -0.62170 -3.48907 2.63072
H -0.52453 -3.89326 5.08073
H -2.20754 -3.40786 5.24699
H -1.75963 -4.87597 4.28863
C -2.36143 -2.50603 0.41373
C -3.56123 -2.46148 -0.55054
H -1.69063 -3.33845 0.14571
H -1.81294 -1.55611 0.30913
H -3.19219 -2.36407 -1.58023
H -4.17713 -3.37324 -0.51300
H -4.21922 -1.60199 -0.37239
C -3.37215 -0.95763 2.53086
C -4.89886 -0.85432 2.50807
H -2.93888 -0.30067 1.76314
H -2.97173 -0.64043 3.50404
H -5.20809 0.18083 2.69945
H -5.32741 -1.14552 1.54086
H -5.36590 -1.47820 3.28039
C -0.31062 3.60430 -2.31844
C -1.68980 4.23580 -2.42483
H 0.43477 4.25378 -2.79359
H 0.00474 3.49146 -1.27183
H -1.92681 4.47302 -3.47006
H -2.47027 3.58161 -2.02512
H -1.70995 5.17481 -1.86573
C -1.71500 1.53270 -4.04957
C -1.44618 0.61392 -5.23369
H -2.18205 2.46666 -4.38570
H -2.41485 1.07803 -3.33295
H -0.76033 1.06798 -5.95478
H -1.02144 -0.34459 -4.92298
H -2.38597 0.41796 -5.75752
C 1.22888 1.81808 -4.14768
C 2.42896 2.63597 -3.68780
H 0.92330 2.11030 -5.16390
H 1.44969 0.73960 -4.16622
H 2.66469 2.45487 -2.63108
H 3.30213 2.35619 -4.28519
H 2.25471 3.70819 -3.83416
N -0.49630 2.97847 4.28175
C 0.67532 2.84538 3.35490
C 0.74582 1.36866 3.02965
O 1.75241 0.90000 2.42401
O -0.24130 0.64818 3.42375
H -1.12058 3.74405 4.00698
H -0.16900 3.19096 5.22644
H -0.98024 2.04620 4.25710
H 0.49840 3.45122 2.46136
H 1.58394 3.19779 3.84854



Molecular formula: C27H45Cl2OPRuS
Method: DFT, ωB97M-V with the def2-TZVPD basis set

The calculation puts the LUMO energy (alpha / beta) at -0.008 / -1.398 eV. As for the multiplicity: 5. Its energy is -2885.6920 hartree. The expectation value of S² is 6.050. For the HOMO energy (alpha / beta), the calculation gives -4.972 / -6.513 eV.

Positions of all 78 atoms, in Å:
P 0.92847 -0.23295 -0.91349
C 0.53520 1.27282 -1.87408
C 1.41733 1.20182 -3.10809
C 1.22060 2.47634 -3.92126
C -0.25290 2.79838 -4.19321
C -1.15469 2.73665 -2.95561
C -0.95332 1.44218 -2.17370
C -0.09090 -1.72741 -1.22677
C 0.27429 -2.16031 -2.63085
C -0.32993 -3.54419 -2.84714
C -1.82765 -3.61297 -2.52049
C -2.21303 -3.00140 -1.16888
C -1.60101 -1.61061 -0.99825
C 2.72576 -0.56938 -0.70384
C 3.42310 0.70034 -0.19001
C 4.92246 0.43146 -0.15369
C 5.29424 -0.81916 0.64164
C 4.44262 -2.04201 0.30752
C 2.94784 -1.74177 0.26367
H 0.83403 2.11697 -1.22577
H 1.13553 0.31747 -3.68897
H 2.47744 1.10463 -2.83721
H 1.80235 2.39385 -4.84377
H 1.66439 3.29382 -3.34336
H -0.32621 3.78836 -4.65175
H -0.63324 2.07193 -4.91736
H -0.93266 3.57643 -2.29030
H -2.20881 2.83454 -3.22759
H -1.51743 1.44477 -1.23113
H -1.29880 0.58954 -2.77325
H 0.26037 -2.45467 -0.47719
H 0.20907 -4.22819 -2.18286
H 1.36230 -2.21120 -2.78352
H -0.13814 -1.44001 -3.34650
H -0.11974 -3.86219 -3.87158
H -2.15990 -4.65491 -2.56263
H -2.37147 -3.06273 -3.29473
H -3.30050 -2.94706 -1.05648
H -1.85785 -3.63700 -0.35008
H -1.77767 -1.20473 0.00457
H -2.05034 -0.90982 -1.71046
H 3.13350 -0.84744 -1.70239
H 3.21961 1.57457 -0.82475
H 3.05026 0.98230 0.80377
H 5.22591 0.29641 -1.19503
H 5.45915 1.30686 0.21837
H 5.18773 -0.60258 1.70960
H 6.34591 -1.05306 0.45579
H 4.64776 -2.86095 0.99954
H 4.70673 -2.40321 -0.68943
H 2.40389 -2.64019 -0.05698
H 2.56244 -1.51283 1.26643
Ru -0.35989 0.64732 2.63708
Cl -0.00149 -1.70339 2.27879
Cl 1.02697 2.38133 1.83334
C -1.76769 1.26148 1.52178
H -1.67408 2.06885 0.77239
C -3.10167 0.71330 1.59538
C -3.33264 -0.56493 2.15688
C -4.63118 -1.02359 2.35467
C -5.71726 -0.21648 2.00949
C -5.50025 1.05948 1.45591
C -4.21702 1.52269 1.22851
H -2.46374 -1.14103 2.46422
H -4.77217 -2.01840 2.79466
H -6.35492 1.69668 1.20829
H -4.00570 2.51339 0.83801
H -6.72548 -0.57504 2.16982
C -1.43498 1.23274 5.96672
S -0.34834 1.92516 4.72085
C 1.12850 2.31680 5.65572
O 0.23631 0.32978 4.43576
H -1.54671 1.98386 6.74734
H -0.88432 0.32719 6.27600
H -2.38373 0.98502 5.46576
H 1.43933 1.35631 6.09883
H 1.88510 2.71116 4.96296
H 0.80295 3.05284 6.39437



Molecular formula: C27H45CrF6O34P4
Method: DFT, ωB97M-V with the def2-TZVPD basis set

As for the total charge: -1. The calculation puts the LUMO energy (alpha / beta) at 1.652 / 1.651 eV. As for the multiplicity: 5. Its energy is -6623.6933 hartree. The expectation value of S² is 6.009. For the HOMO energy (alpha / beta), the calculation gives -3.394 / -5.945 eV.

Positions of all 117 atoms, in Å:
Cr -0.70780 1.20016 -0.35321
P 1.02346 -0.07110 0.44090
O 0.60620 1.22124 1.20207
O 1.12988 0.60395 -0.98526
O -0.37631 -0.74295 0.20241
O 2.17177 -0.93576 0.92612
C 3.89918 0.71449 -2.36359
C 3.16057 1.84918 -3.09904
O 3.24173 1.38605 -4.43980
C 3.44320 0.06119 -4.48597
O 3.35260 -0.66560 -5.42605
O 3.70415 -0.37729 -3.24693
F 3.73381 3.03995 -2.95650
H 3.45357 0.50865 -1.39170
H 4.95461 0.99962 -2.32434
H 2.14472 1.76404 -2.70111
C -2.28930 -3.20689 1.68427
C -2.72790 -4.64518 1.71677
O -4.11084 -4.61561 1.62653
C -4.52638 -3.32988 1.66231
O -5.64124 -2.91725 1.86703
O -3.51952 -2.46075 1.76220
F -2.46111 -5.17779 2.97422
H -1.69173 -3.08935 0.77645
H -1.67969 -2.83587 2.50393
H -2.25663 -5.37264 1.05644
C 1.14595 0.88476 4.58279
C 2.24701 1.59649 3.78931
O 3.37644 1.38027 4.61389
C 3.02370 0.86031 5.83409
O 3.76772 0.42838 6.65361
O 1.69102 0.75283 5.88319
F 1.90622 2.91566 3.65847
H 1.12027 0.03032 3.89892
H 0.25623 1.48122 4.40444
H 2.48119 1.18058 2.81214
C 1.38335 -2.92125 2.92754
C 2.06906 -2.58946 4.29919
O 2.52658 -3.82908 4.73115
C 2.02907 -4.83471 3.94949
O 2.26618 -5.99233 4.09951
O 1.27816 -4.33997 2.97774
F 1.13227 -2.12598 5.17078
H 2.07800 -2.74669 2.11014
H 0.45021 -2.39434 2.75028
H 2.91760 -1.90306 4.31973
C 1.10944 -2.24888 -2.33965
C 1.27601 -3.39793 -1.28944
O 2.00201 -4.31504 -2.02320
C 1.81862 -4.15223 -3.34219
O 1.95761 -5.02369 -4.15496
O 1.32405 -2.93964 -3.57894
F 0.04412 -3.87696 -0.95233
H 1.81496 -1.42370 -2.35738
H 0.08712 -1.88288 -2.26388
H 1.79337 -2.98148 -0.42629
C 5.00197 -2.87613 1.16048
C 5.35089 -1.39675 0.80587
O 6.00358 -1.51455 -0.43745
C 6.00809 -2.76833 -0.89776
O 6.44771 -3.07930 -1.95769
O 5.67792 -3.59040 0.12720
F 6.28911 -0.99154 1.71391
H 3.94094 -3.10639 1.06918
H 5.32750 -3.12150 2.16863
H 4.50588 -0.71532 0.72694
C -2.51093 5.82259 -0.76851
O -1.14387 5.93504 -1.18243
P -0.28976 4.56849 -1.37438
O -0.87288 3.29801 -0.94857
O 1.08267 5.07597 -0.73656
C 2.05203 4.18307 -0.17230
O 0.06422 4.57970 -2.96555
C -1.03714 4.68617 -3.85014
H -2.55850 6.47570 0.10384
H -2.86850 4.81119 -0.58818
H -3.10693 6.32246 -1.53498
H 2.28511 4.46687 0.85627
H 2.97792 4.32652 -0.72630
H 1.64696 3.17258 -0.08588
H -0.75408 4.13782 -4.75112
H -1.44865 5.62448 -4.22907
H -1.94311 4.15096 -3.54486
C -4.75613 1.27501 -0.47655
O -4.89389 1.64888 0.89687
P -3.51509 1.84082 1.75344
O -2.30587 1.78348 0.91490
O -3.80689 3.18229 2.55237
C -4.78703 3.35400 3.57416
O -3.61524 0.78209 2.94647
C -2.41813 0.42084 3.66498
H -5.50091 1.76374 -1.11084
H -4.94121 0.20810 -0.59557
H -3.83090 1.68495 -0.87224
H -4.17491 3.41978 4.47629
H -5.33846 2.42444 3.71854
H -5.42297 4.22282 3.43772
H -2.35321 -0.65313 3.83592
H -2.22384 0.95200 4.59568
H -1.49972 0.55588 3.08394
C -4.51263 -0.02291 -4.80117
O -3.87388 0.70422 -3.73852
P -2.43103 0.28535 -3.27762
O -1.93456 0.94283 -2.07490
O -2.47352 -1.33204 -3.29759
C -2.74788 -2.04891 -2.08192
O -1.48644 0.65436 -4.50815
C -0.06543 0.52220 -4.40542
H -3.85440 -0.25483 -5.63552
H -5.25803 0.67860 -5.17686
H -5.04081 -0.86812 -4.36554
H -2.43588 -1.45350 -1.22063
H -2.12494 -2.94226 -2.01031
H -3.77077 -2.42286 -2.03611
H 0.17508 0.02786 -3.46482
H 0.33003 1.53832 -4.31128
H 0.35682 0.15217 -5.33658



Molecular formula: C27H45MnNOP2Si
Method: DFT, ωB97M-V with the def2-TZVPD basis set

As for the total charge: +2. The energy relative to the best compared isomer or geometry (same formula, charge and spin) comes out at 1.3 kcal/mol. The calculation puts the LUMO energy (alpha / beta) at -7.447 / -7.973 eV. As for the multiplicity: 2. Its energy is -3308.5454 hartree. The expectation value of S² is 0.891. For the HOMO energy (alpha / beta), the calculation gives -14.445 / -14.604 eV.

Positions of all 78 atoms, in Å:
Mn 0.38394 -0.01849 0.04663
C -1.10619 3.96778 -0.25594
C -1.76972 2.91585 0.63112
C -2.97707 2.28850 -0.05560
P -0.59927 1.65275 1.27101
C 0.57272 2.53123 2.37979
C 1.05560 1.61453 3.50394
C 1.74690 3.14374 1.61052
C -1.64866 0.56505 2.27346
C -2.43160 0.97674 3.33440
C -3.32330 0.08542 3.92684
C -3.45011 -1.20810 3.43152
C -2.66563 -1.64412 2.37658
C -1.73137 -0.76684 1.82003
N -0.86711 -1.09053 0.77279
C -0.76926 -2.36725 0.15652
C -0.72532 -3.56885 0.85901
C -0.57315 -4.74974 0.15332
C -0.46117 -4.74302 -1.23516
C -0.45900 -3.54345 -1.92884
C -0.59711 -2.34240 -1.24058
P -0.57659 -0.68358 -1.98393
C -2.18381 -0.53442 -2.86350
C -3.37860 -0.84091 -1.96525
C -2.32687 0.76560 -3.65606
C 0.74096 -0.54842 -3.26323
C 1.23939 0.90365 -3.29365
C 1.90890 -1.50437 -3.03856
H -1.87641 4.63363 -0.64736
H -0.59981 3.51055 -1.11051
H -0.39088 4.58315 0.28508
H -2.10408 3.39491 1.55943
H -2.70948 1.94715 -1.05579
H -3.76132 3.03801 -0.16535
H -3.39778 1.45141 0.50223
H -0.03390 3.34001 2.80391
H 1.50049 0.70087 3.10537
H 0.25655 1.33795 4.18965
H 1.82787 2.12884 4.07741
H 2.40109 2.36325 1.22648
H 2.32352 3.76659 2.29494
H 1.43953 3.76936 0.77501
H -2.37097 1.99473 3.70203
H -3.93786 0.40971 4.75588
H -4.17144 -1.88427 3.87044
H -2.79626 -2.64457 1.99062
H -0.78025 -3.58060 1.93936
H -0.53762 -5.68845 0.69058
H -0.36800 -5.67695 -1.77308
H -0.36338 -3.54773 -3.00784
H -2.08301 -1.35705 -3.58432
H -3.56932 -0.04140 -1.25287
H -3.25392 -1.77544 -1.41607
H -4.26665 -0.94408 -2.58980
H -2.22323 1.65288 -3.02830
H -3.31903 0.79403 -4.10758
H -1.60146 0.83528 -4.46486
H 0.24990 -0.78404 -4.21271
H 1.79168 1.13860 -2.37898
H 0.43773 1.63264 -3.40798
H 1.92476 1.03044 -4.13219
H 2.33498 -1.37764 -2.04231
H 2.69409 -1.27465 -3.76010
H 1.63817 -2.55044 -3.16235
C 4.67019 0.34529 -0.72638
Si 3.66984 -0.41580 0.63222
C 4.20251 0.19052 2.29775
C 3.59193 -2.26821 0.57246
O 2.04425 0.11262 0.34446
H 5.72493 0.09208 -0.58505
H 4.59436 1.43513 -0.71264
H 4.38023 -0.00680 -1.71713
H 5.26432 -0.04608 2.41774
H 3.67073 -0.29778 3.11617
H 4.10140 1.27102 2.41019
H 4.56146 -2.69853 0.83811
H 3.32863 -2.64783 -0.41730
H 2.86342 -2.64865 1.29414



no.,largest force on an atom (eV/A)
1,1.01
2,3.55
3,3.92
4,3.61
5,1.36